[1]
{"formula": "C12H15O9P2S5SbW", "method": "wB97M-V/def2-TZVPD", "spin_multiplicity": 2, "charge": -1, "homo_ha": [-0.1610, -0.1560], "de_lowest_ev": 3.611, "symbols": ["W", "C", "C", "O", "C", "C", "C", "C", "C", "C", "O", "H", "H", "H", "H", "H", "H", "H", "S", "Sb", "S", "S", "O", "P", "O", "O", "O", "P", "O", "O", "O", "H", "H", "C", "C", "S", "C", "C", "S", "H", "H", "H", "H", "H", "H"], "positions_angstrom": [[0.319, 0.051, 0.562], [4.445, 1.092, -0.136], [3.072, 0.747, -0.608], [2.249, 0.503, 0.409], [2.613, 0.871, -2.006], [3.383, 1.283, -3.060], [2.933, 1.297, -4.365], [1.733, 0.693, -4.714], [0.899, 0.222, -3.740], [1.348, 0.282, -2.420], [0.501, -0.123, -1.440], [4.994, 0.165, 0.178], [4.351, 1.761, 0.763], [4.995, 1.692, -0.838], [4.327, 1.756, -2.799], [3.618, 1.573, -5.169], [1.432, 0.644, -5.778], [-0.090, -0.220, -3.912], [0.845, -2.025, 5.790], [-0.036, 0.088, 5.334], [2.333, 1.844, 3.375], [0.932, 0.596, 3.010], [-3.719, 1.003, 1.486], [-2.903, 0.857, 0.149], [-3.816, 0.267, -0.861], [-1.704, 0.058, 0.510], [-2.238, 2.301, -0.389], [-1.014, 3.112, 0.347], [-1.628, 3.151, 1.910], [-0.807, 4.403, -0.310], [0.208, 2.159, 0.449], [-3.707, 1.812, 2.050], [-1.392, 3.976, 2.393], [-3.485, -3.474, -0.098], [-1.986, -3.511, 0.399], [-0.859, -4.351, -0.513], [-1.440, -2.852, 1.491], [-2.179, -2.793, 2.805], [0.175, -2.313, 1.142], [-3.726, -2.535, -0.580], [-4.212, -3.552, 0.656], [-3.684, -4.230, -0.910], [-2.537, -3.790, 3.031], [-2.985, -2.024, 2.757], [-1.562, -2.465, 3.652]], "forces_ev_per_angstrom": [[0.0, 0.4, -1.2], [0.1, 0.2, 1.2], [-2.4, 0.7, 2.4], [2.3, -0.8, -3.7], [-1.9, -2.5, 0.5], [1.2, 1.5, -0.2], [1.0, -0.7, -0.6], [-0.3, 0.4, -1.1], [-0.3, -0.5, 0.8], [-0.4, 0.7, 2.9], [-0.1, 0.2, 0.9], [-0.4, 0.9, -0.4], [-0.1, -0.9, -0.6], [0.4, -0.2, -0.5], [0.1, -0.2, -0.4], [-0.2, 0.3, 0.3], [0.2, 0.0, 0.7], [0.5, 0.2, 0.0], [-1.1, 2.2, -0.4], [1.8, -1.9, -0.8], [1.4, 1.9, 0.9], [-2.4, -2.3, -0.6], [-0.6, 1.6, 1.6], [-1.9, 1.0, -2.8], [0.9, 0.7, 0.5], [2.4, -1.9, 1.0], [-0.4, -0.6, 1.4], [-0.3, -1.1, 0.7], [0.5, 0.9, -0.9], [-0.1, 0.0, 0.5], [-0.9, -0.1, -0.1], [0.5, -0.8, -0.9], [-0.1, -0.8, -0.7], [1.6, -0.7, -1.0], [-1.5, -0.7, -2.0], [-0.6, -0.5, -0.7], [-0.6, 0.4, -0.1], [0.4, 1.4, -0.1], [1.1, 2.1, 1.7], [0.5, 0.7, 0.0], [-0.8, -0.4, 1.3], [0.5, 0.4, 1.1], [-0.5, 0.0, 0.1], [0.1, -0.7, -0.1], [0.2, -0.2, -0.4]]}


[2]
{"formula": "C2H6CdO", "method": "wB97M-V/def2-TZVPD", "charge": 0, "homo_ha": [-0.2502, -0.2502], "de_lowest_ev": 0.000, "symbols": ["H", "C", "O", "C", "H", "H", "H", "H", "H", "Cd"], "positions_angstrom": [[3.241, 0.442, -0.350], [-1.484, 0.249, 0.022], [-0.110, 0.515, 0.144], [0.823, -0.609, 0.040], [-2.010, 1.213, 0.043], [-1.701, -0.262, -0.930], [-1.812, -0.395, 0.854], [0.640, -1.143, -0.908], [0.622, -1.298, 0.879], [1.790, 1.288, 0.206]], "forces_ev_per_angstrom": [[0.2, 1.6, 0.2], [-0.7, 0.1, 0.0], [-1.8, -0.1, -0.1], [-1.0, -2.2, 0.3], [0.0, -0.3, 0.1], [0.2, 0.1, 0.2], [0.1, 0.2, -0.2], [0.0, 0.2, 0.2], [-0.1, 0.1, -0.2], [3.2, 0.2, -0.5]]}


[3]
{"formula": "C19H26BrN3O3Si2Ti", "method": "wB97M-V/def2-TZVPD", "charge": -2, "homo_ha": -0.0421, "de_lowest_ev": 0.208, "symbols": ["Ti", "N", "C", "C", "O", "N", "C", "C", "O", "O", "H", "H", "H", "H", "H", "H", "C", "Si", "C", "C", "C", "C", "C", "C", "C", "Si", "C", "C", "H", "H", "H", "H", "H", "H", "H", "H", "H", "H", "H", "H", "H", "H", "H", "H", "Br", "C", "C", "C", "C", "C", "N", "H", "H", "H", "H"], "positions_angstrom": [[0.156, 0.439, 0.027], [2.354, 0.731, -0.289], [3.113, 0.411, 0.915], [2.458, -0.768, 1.637], [3.100, -1.399, 2.493], [1.218, -0.969, 1.221], [0.469, -2.050, 1.800], [-0.842, -2.177, 1.024], [-1.666, -3.040, 1.322], [-0.966, -1.322, 0.076], [2.596, 0.127, -1.065], [2.414, 1.698, -0.600], [3.076, 1.272, 1.585], [4.164, 0.177, 0.720], [0.238, -1.876, 2.859], [1.010, -3.002, 1.757], [-3.630, 0.161, 0.077], [-2.230, 1.123, -0.815], [-2.851, 2.924, -0.561], [-2.540, 0.791, -2.682], [-3.745, 1.095, -3.321], [-3.936, 0.844, -4.671], [-2.910, 0.270, -5.415], [-1.710, -0.042, -4.792], [-1.506, 0.212, -3.433], [0.113, -0.241, -2.525], [0.241, -2.146, -2.724], [1.522, 0.352, -3.697], [-4.598, 0.356, -0.399], [-3.701, 0.500, 1.116], [-3.440, -0.911, 0.083], [-3.919, 3.002, -0.797], [-2.294, 3.630, -1.175], [-2.718, 3.216, 0.486], [-4.554, 1.543, -2.749], [-4.880, 1.093, -5.146], [-3.048, 0.068, -6.473], [-0.914, -0.493, -5.379], [0.176, -2.446, -3.776], [-0.557, -2.636, -2.166], [1.196, -2.510, -2.329], [1.394, -0.054, -4.707], [2.502, 0.013, -3.342], [1.543, 1.440, -3.750], [0.572, 3.019, -1.392], [0.164, 1.863, 1.629], [0.429, 3.001, 2.400], [-0.302, 3.215, 3.553], [-1.315, 2.322, 3.904], [-1.551, 1.237, 3.079], [-0.806, 1.024, 1.997], [1.184, 3.704, 2.068], [-0.108, 4.078, 4.183], [-1.913, 2.471, 4.794], [-2.341, 0.521, 3.283]], "forces_ev_per_angstrom": [[-0.3, -0.4, 0.5], [0.0, 0.0, -0.1], [0.0, 0.0, 0.1], [0.2, 0.0, -0.1], [0.0, 0.0, 0.0], [0.0, 0.1, 0.0], [-0.1, 0.0, 0.0], [0.0, -0.1, 0.2], [0.1, 0.0, 0.0], [-0.1, 0.2, -0.2], [0.1, 0.0, 0.0], [0.1, 0.0, 0.0], [0.0, 0.0, 0.0], [0.0, 0.0, 0.0], [0.0, 0.0, 0.0], [0.0, 0.0, 0.0], [0.1, 0.1, -0.1], [-0.2, 0.1, 0.0], [0.1, -0.1, 0.0], [0.1, 0.0, 0.1], [0.0, 0.0, 0.0], [0.0, 0.0, -0.1], [0.0, 0.0, 0.0], [0.0, 0.0, 0.0], [0.1, 0.0, 0.0], [0.0, 0.0, 0.1], [0.0, 0.1, 0.0], [-0.1, 0.0, 0.1], [0.0, 0.0, 0.0], [0.0, 0.0, 0.0], [0.0, 0.0, 0.0], [0.0, 0.0, 0.0], [0.0, 0.0, 0.0], [0.0, 0.0, 0.0], [0.0, 0.0, 0.0], [0.0, 0.0, 0.0], [0.0, 0.0, 0.0], [0.0, 0.0, 0.0], [0.0, 0.0, 0.0], [0.0, 0.0, 0.0], [0.0, 0.0, 0.0], [0.0, 0.0, 0.0], [0.0, 0.0, 0.0], [0.0, 0.0, 0.0], [0.0, 0.2, -0.1], [0.2, 0.0, -0.1], [-0.1, -0.1, -0.1], [0.0, 0.0, 0.0], [0.0, 0.0, 0.0], [-0.1, 0.0, 0.0], [0.0, 0.0, -0.3], [0.0, 0.0, 0.0], [0.0, 0.0, 0.0], [0.0, 0.0, 0.0], [0.0, 0.0, 0.0]]}


[4]
{"formula": "C44H45BiBr2N4P2S2Si", "method": "wB97M-V/def2-TZVPD", "charge": 0, "homo_ha": -0.2605, "de_lowest_ev": 0.478, "symbols": ["Bi", "S", "P", "C", "P", "S", "C", "C", "C", "C", "C", "C", "C", "C", "C", "C", "C", "C", "C", "C", "C", "C", "C", "C", "C", "C", "C", "C", "C", "C", "H", "H", "H", "H", "H", "H", "H", "H", "H", "H", "H", "H", "H", "H", "H", "H", "H", "H", "H", "H", "Br", "C", "Br", "H", "H", "C", "N", "C", "N", "C", "N", "C", "N", "C", "C", "H", "H", "H", "H", "H", "H", "H", "H", "H", "H", "H", "H", "C", "C", "C", "C", "C", "C", "Si", "C", "C", "C", "C", "C", "C", "H", "H", "H", "H", "H", "H", "H", "H", "H", "H", "H"], "positions_angstrom": [[-0.120, -0.156, -0.122], [0.089, 0.264, 2.462], [1.320, 1.901, 2.023], [1.137, 2.618, 0.543], [-0.373, 3.186, 0.194], [-1.786, 1.730, -0.434], [-0.323, 4.316, -1.232], [-1.455, 5.031, -1.621], [-1.425, 5.821, -2.762], [-0.265, 5.892, -3.526], [0.863, 5.180, -3.144], [0.837, 4.396, -1.995], [-1.284, 4.087, 1.489], [-2.291, 3.491, 2.245], [-2.848, 4.170, 3.324], [-2.393, 5.436, 3.662], [-1.381, 6.033, 2.918], [-0.827, 5.361, 1.839], [3.036, 1.277, 2.166], [3.392, 0.336, 3.130], [4.708, -0.091, 3.242], [5.682, 0.423, 2.392], [5.333, 1.363, 1.433], [4.013, 1.786, 1.317], [1.148, 2.981, 3.491], [1.913, 4.151, 3.501], [1.854, 5.018, 4.581], [1.021, 4.731, 5.658], [0.250, 3.580, 5.647], [0.313, 2.706, 4.565], [-2.363, 4.968, -1.031], [-2.304, 6.379, -3.057], [-0.243, 6.506, -4.418], [1.764, 5.232, -3.743], [1.708, 3.838, -1.669], [-2.641, 2.500, 1.989], [-3.636, 3.703, 3.902], [-2.822, 5.959, 4.508], [-1.020, 7.018, 3.184], [-0.030, 5.822, 1.266], [2.632, -0.070, 3.788], [4.975, -0.824, 3.993], [6.710, 0.093, 2.481], [6.088, 1.760, 0.764], [3.716, 2.500, 0.558], [2.547, 4.380, 2.652], [2.454, 5.920, 4.583], [0.972, 5.408, 6.502], [-0.409, 3.361, 6.478], [-0.298, 1.811, 4.555], [3.631, -1.275, -1.222], [3.558, -2.581, 0.185], [1.777, -3.132, 0.649], [3.995, -2.131, 1.066], [4.094, -3.457, -0.147], [0.143, 1.005, -3.442], [-0.445, -0.270, -2.971], [0.258, -1.379, -3.641], [0.153, -1.289, -5.098], [0.727, -0.003, -5.513], [0.048, 1.140, -4.895], [-1.371, 1.081, -5.265], [-2.003, -0.178, -4.846], [-1.863, -0.297, -3.395], [-1.270, -1.288, -5.463], [1.193, 1.034, -3.139], [-0.380, 1.831, -2.961], [-0.169, -2.325, -3.300], [1.311, -1.347, -3.355], [0.646, 0.084, -6.598], [1.783, 0.018, -5.238], [-1.457, 1.174, -6.349], [-1.895, 1.916, -4.797], [-2.309, -1.236, -3.065], [-2.381, 0.532, -2.911], [-1.359, -1.217, -6.548], [-1.716, -2.229, -5.136], [-0.913, -5.656, 2.647], [-1.439, -5.743, 1.365], [-1.822, -4.587, 0.693], [-1.681, -3.327, 1.284], [-1.137, -3.261, 2.574], [-0.764, -4.413, 3.251], [-2.209, -1.801, 0.339], [-3.616, -0.881, 1.150], [-4.754, -0.569, 0.402], [-5.786, 0.186, 0.945], [-5.697, 0.641, 2.254], [-4.574, 0.336, 3.016], [-3.542, -0.413, 2.466], [-0.619, -6.555, 3.174], [-1.553, -6.708, 0.887], [-2.239, -4.669, -0.306], [-0.982, -2.300, 3.055], [-0.347, -4.340, 4.248], [-2.721, -2.290, -0.978], [-4.837, -0.917, -0.624], [-6.657, 0.422, 0.346], [-6.499, 1.230, 2.680], [-4.496, 0.689, 4.038], [-2.668, -0.621, 3.074]], "forces_ev_per_angstrom": [[0.3, 0.0, -0.1], [0.0, -0.1, 0.0], [0.3, -0.1, 0.3], [-0.1, 0.0, 0.0], [-0.2, 0.3, -0.3], [-0.1, 0.0, 0.0], [-0.1, 0.0, 0.0], [0.0, 0.0, 0.0], [0.0, 0.0, 0.0], [0.0, 0.0, 0.0], [0.0, -0.1, 0.1], [0.0, 0.1, 0.0], [0.0, 0.1, 0.1], [0.0, 0.1, 0.0], [0.1, 0.0, -0.1], [0.0, 0.0, 0.0], [0.0, -0.1, 0.0], [-0.1, 0.0, 0.0], [-0.1, 0.0, 0.0], [0.0, 0.0, 0.0], [0.0, 0.0, 0.0], [0.0, 0.0, 0.0], [-0.1, 0.0, -0.1], [0.0, 0.0, 0.0], [0.1, 0.1, 0.0], [0.0, -0.1, 0.1], [0.0, -0.1, 0.0], [0.0, 0.0, -0.1], [0.0, 0.0, -0.1], [0.0, 0.0, 0.0], [0.0, 0.0, 0.0], [0.0, 0.0, 0.0], [0.0, 0.0, 0.0], [0.0, 0.0, 0.0], [0.0, 0.0, 0.0], [0.0, 0.0, 0.0], [0.0, 0.0, 0.0], [0.0, 0.0, 0.0], [0.0, 0.0, 0.0], [0.0, 0.0, 0.0], [0.0, 0.0, 0.0], [0.0, 0.0, 0.0], [0.0, 0.0, 0.0], [0.0, 0.0, 0.0], [0.0, 0.0, 0.0], [0.0, 0.0, 0.0], [0.0, 0.0, 0.0], [0.0, 0.0, 0.0], [0.0, 0.0, 0.0], [0.0, 0.0, 0.0], [0.0, 0.1, -0.1], [0.0, 0.0, 0.1], [-0.2, 0.0, 0.0], [0.1, 0.0, 0.0], [0.1, 0.0, 0.0], [0.0, -0.1, -0.1], [-0.2, 0.0, 0.0], [0.0, 0.1, 0.0], [0.0, 0.1, 0.1], [-0.1, 0.0, 0.0], [0.0, -0.1, 0.0], [0.0, -0.1, 0.0], [0.1, 0.0, 0.0], [0.1, 0.1, -0.1], [0.0, 0.0, 0.1], [0.0, 0.0, 0.0], [0.0, 0.0, 0.0], [0.0, 0.0, 0.0], [0.0, 0.0, 0.0], [0.0, 0.0, 0.0], [0.0, 0.0, 0.0], [0.0, 0.0, 0.0], [0.0, 0.0, 0.0], [0.0, 0.0, 0.0], [0.0, 0.0, 0.0], [0.0, 0.0, 0.0], [0.0, 0.0, 0.0], [0.0, 0.0, 0.0], [0.0, 0.1, 0.0], [0.0, 0.0, 0.1], [0.1, -0.1, 0.0], [0.0, -0.1, 0.0], [0.0, 0.0, -0.1], [-0.1, 0.0, -0.1], [0.0, 0.1, 0.0], [0.0, 0.0, 0.0], [0.1, 0.0, 0.0], [0.1, 0.0, 0.0], [0.0, 0.0, -0.1], [-0.1, 0.0, 0.0], [0.0, 0.0, 0.0], [0.0, 0.0, 0.0], [0.0, 0.0, 0.0], [0.0, 0.0, 0.0], [0.0, 0.0, 0.0], [0.1, 0.0, 0.1], [0.0, 0.0, 0.0], [0.0, 0.0, 0.0], [0.0, 0.0, 0.0], [0.0, 0.0, 0.0], [0.0, 0.0, 0.0]]}